(1)
# C5H17N2O

A 2-piece molecular cluster, C5H17N2O overall (ωB97M-V/def2-TZVPD, OMol25).

Each line ends with the natural charge from an NBO analysis.
CARTESIAN COORDINATES (ANGSTROEM)
O 2.905 -0.357 1.247  -0.963
N -1.521 0.528 -0.608  -0.655
N 1.251 1.279 -0.576  -0.708
C 1.897 -1.032 -1.311  -0.657
C -0.520 -0.544 -0.506  -0.254
C -2.700 0.510 0.275  -0.225
C -2.476 0.120 1.745  -0.642
C 0.756 -0.040 -1.192  -0.024
H 1.707 0.931 0.321  0.444
H -0.265 -0.813 0.612  0.207
H -2.996 -0.738 2.174  0.240
H 1.896 -1.529 -2.289  0.248
H -3.076 1.553 0.151  0.215
H -2.772 0.928 2.446  0.236
H 0.482 1.825 -0.185  0.453
H 2.262 -0.036 1.909  0.472
H -1.413 -0.179 1.930  0.191
H -3.418 -0.193 -0.164  0.188
H 1.908 1.850 -1.123  0.448
H 1.854 -1.891 -0.653  0.239
H 0.515 0.504 -2.204  0.210
H 2.865 -0.651 -1.192  0.240
H -1.750 0.624 -1.542  0.373
H -0.733 -1.568 -0.943  0.220
H 3.340 -1.083 1.680  0.506

Output
- gap between HOMO and LUMO (eV) = 9.66
- calculated total energy (eV) = -10481.0923
- net charge = +1
- E_LUMO (eV) = -3.135
- HOMO (eV) = -12.8

=====

(2)
# C5H5NO3

A 2-piece molecular cluster, C5H5NO3 overall (ωB97M-V/def2-TZVPD, OMol25).

Each line ends with the natural charge from an NBO analysis.
CARTESIAN COORDINATES (ANGSTROEM)
O -0.398 0.738 2.469  -0.563
O 0.138 -1.755 -2.211  -0.419
O 2.067 -0.167 0.524  -0.532
N -0.695 1.509 0.272  -0.619
C -0.123 -1.707 -1.087  0.782
C 0.193 1.151 -0.816  -0.335
C -0.267 -1.761 0.235  -0.779
C -0.115 0.855 1.309  0.570
C 0.927 0.164 0.386  0.508
H -1.441 2.187 0.293  0.415
H -0.323 0.800 -1.709  0.194
H 0.891 1.935 -1.116  0.197
H 0.363 -2.443 0.786  0.297
H -1.216 -1.508 0.665  0.284

Output
- gap between HOMO and LUMO (eV) = 9.59
- calculated total energy (eV) = -12895.7771
- SMILES = O=C1CNC1=O.C=C=O
- E_LUMO (eV) = 0.318
- HOMO (eV) = -9.3

=====

(3)
# C18H20ClN3O6S

C18H20ClN3O6S as an isolated structure (ωB97M-V/def2-TZVPD, OMol25).

Each line ends with the natural charge from an NBO analysis.
CARTESIAN COORDINATES (ANGSTROEM)
Cl -3.881 1.644 -2.997  -0.064
S -0.482 -0.044 0.822  2.282
O 3.689 4.276 2.048  -0.343
O 2.283 3.498 3.440  -0.403
O -1.732 0.383 1.257  -0.846
O -2.000 -3.517 -1.135  -0.522
O 2.102 -0.895 -0.270  -0.792
O 0.204 -0.844 2.012  -1.012
N -0.411 -1.316 -0.248  -0.626
N 2.853 3.407 2.266  0.461
N 2.278 -2.588 1.300  -0.371
C 0.650 1.204 0.578  -0.323
C -2.438 -2.321 -1.425  0.230
C 2.139 2.947 1.188  0.028
C 2.458 3.034 -0.254  0.125
C -2.183 -0.025 -1.604  -0.228
C -3.580 -2.139 -2.195  -0.223
C 3.340 4.306 -0.436  -0.497
C 1.031 1.416 -0.924  0.063
C 0.330 -2.437 -0.158  -0.293
C 1.708 -3.880 2.219  -0.424
C 1.173 1.964 1.415  -0.163
C 3.623 -2.163 1.974  -0.350
C -1.589 -1.393 -0.960  0.150
C -3.829 -1.111 -2.869  -0.215
C 1.787 2.423 -1.057  -0.318
C -2.806 -4.808 -1.193  -0.261
C -3.142 0.043 -2.439  0.007
C 1.611 -2.016 0.385  0.683
H -4.949 -0.974 -3.531  0.242
H -2.795 -5.093 -2.381  0.175
H 0.877 -3.314 2.752  0.241
H 1.166 1.505 2.495  0.279
H -3.971 -3.301 -2.661  0.213
H 1.400 -4.564 1.351  0.230
H 4.107 -2.897 1.890  0.138
H 3.515 4.277 -1.816  0.121
H 4.322 4.175 -0.452  0.226
H 2.292 -4.066 3.018  0.212
H 0.542 0.811 -1.432  0.193
H 3.100 5.146 -0.134  0.194
H -1.775 0.822 -1.346  0.202
H -0.239 -2.980 0.658  0.218
H 3.909 -1.266 1.156  0.257
H -3.825 -4.889 -0.964  0.200
H 0.485 -2.976 -1.003  0.248
H -2.265 -5.602 -0.750  0.206
H 2.034 2.563 -2.125  0.227
H 3.412 -1.657 3.072  0.220

Output
- gap between HOMO and LUMO (eV) = 6.96
- calculated total energy (eV) = -59081.1890
- E_LUMO (eV) = -1.427
- HOMO (eV) = -8.4

=====

(4)
# C28H20Cl2CoN4O2

C28H20Cl2CoN4O2 as an isolated structure (ωB97M-V/def2-TZVPD, OMol25).

Each line ends with the natural charge from an NBO analysis.
CARTESIAN COORDINATES (ANGSTROEM)
Co 0.641 0.082 0.030  0.936
Cl 4.684 3.242 0.650  -0.009
Cl 2.542 1.384 1.401  0.014
O -5.114 3.262 1.063  -0.728
O -4.099 4.893 -0.160  -0.723
N 1.061 1.294 -1.510  -0.453
N -0.059 -0.601 1.790  -0.461
N -0.958 -1.043 -1.050  -0.494
N -0.589 1.486 0.429  -0.477
C 2.600 -4.191 -0.719  -0.242
C 0.767 -2.630 -0.627  -0.060
C 1.238 -3.930 -0.786  -0.207
C 0.384 -1.618 2.527  0.079
C -4.187 3.825 0.462  0.734
C -1.703 -3.234 -0.485  -0.251
C -3.020 -2.823 -0.586  -0.146
C -1.160 0.068 2.194  0.191
C 2.022 1.158 -2.421  0.065
C -0.751 2.445 -0.480  0.159
C 3.479 -3.142 -0.498  -0.206
C 0.566 3.454 -2.394  -0.214
C 1.583 3.316 -3.325  -0.140
C 4.152 1.558 0.681  -0.392
C -2.863 3.005 0.477  -0.018
C -1.519 1.235 1.348  0.164
C -2.685 1.974 1.392  -0.199
C 1.634 -1.541 -0.380  -0.296
C -1.863 -0.307 3.324  -0.218
C -0.265 -2.045 3.672  -0.250
C -1.415 -1.385 4.069  -0.139
C -3.299 -1.516 -0.961  -0.265
C -2.231 -0.667 -1.187  0.059
C 2.994 -1.846 -0.328  -0.271
C 2.318 2.143 -3.348  -0.250
C 0.324 2.422 -1.505  0.191
C -0.683 -2.320 -0.731  0.202
C -1.874 3.253 -0.467  -0.202
H 2.559 0.217 -2.399  0.224
H -3.826 -3.512 -0.367  0.222
H 4.099 1.202 -0.341  0.223
H 3.105 1.986 -4.072  0.232
H 0.127 -2.881 4.234  0.232
H -0.036 4.351 -2.343  0.240
H 3.719 -1.059 -0.140  0.180
H 2.970 -5.200 -0.848  0.213
H -1.460 -4.248 -0.195  0.222
H -2.033 4.053 -1.179  0.259
H 0.547 -4.743 -0.980  0.204
H 4.851 0.983 1.273  0.230
H 4.546 -3.331 -0.458  0.208
H -2.400 0.364 -1.481  0.206
H -4.314 -1.154 -1.059  0.236
H -3.493 1.752 2.078  0.258
H 1.281 -2.107 2.169  0.229
H -1.951 -1.700 4.954  0.229
H -2.743 0.251 3.615  0.239
H 1.798 4.113 -4.025  0.230

Output
- gap between HOMO and LUMO (alpha / beta) (eV) = 7.11 / 7.11
- calculated total energy (eV) = -102089.2885
- multiplicity = 2
- E_LUMO (alpha / beta) (eV) = -0.803 / -0.802
- HOMO (alpha / beta) (eV) = -7.9 / -7.9